{
  "formula": "C36H43N3O4",
  "method": "ωB97M-V/def2-TZVPD",
  "total_charge": 0,
  "spin_multiplicity": 1,
  "de_lowest_ev": 0.4966,
  "e_homo_ha": -0.2637,
  "e_lumo_ha": 0.0250,
  "smiles": "CN(C)c1ccc(CC2(C(c3ccc4c(c3)CCCN4C)c3ccc4c(c3)CCCN4C)C(=O)OC(C)(C)OC2=O)cc1",
  "symbols": ["C", "N", "C", "C", "C", "C", "C", "C", "C", "C", "C", "C", "C", "C", "C", "C", "C", "C", "C", "N", "C", "C", "C", "C", "C", "C", "C", "C", "C", "C", "N", "C", "C", "O", "O", "C", "C", "C", "O", "C", "O", "C", "C", "H", "H", "H", "H", "H", "H", "H", "H", "H", "H", "H", "H", "H", "H", "H", "H", "H", "H", "H", "H", "H", "H", "H", "H", "H", "H", "H", "H", "H", "H", "H", "H", "H", "H", "H", "H", "H", "H", "H", "H", "H", "H", "H"],
  "xyz": [[-5.6667, 1.1018, 5.4258], [-5.6188, 1.7023, 4.1115], [-6.8967, 1.8075, 3.4325], [-4.4499, 1.5947, 3.3457], [-4.1464, 0.4111, 2.6330], [-2.9529, 0.3440, 1.9111], [-2.1174, 1.4644, 1.8297], [-0.9998, 1.5616, 0.8206], [0.3203, 0.7852, 1.0054], [0.4891, -0.1740, -0.4652], [1.2189, -1.4901, -0.5269], [2.0147, -1.8919, -1.6270], [2.7008, -3.0967, -1.6270], [2.4120, -4.1106, -0.6783], [1.4926, -3.7872, 0.3633], [0.9833, -2.4989, 0.4509], [1.0015, -4.8495, 1.2980], [1.2360, -6.2834, 0.7864], [2.5926, -6.4632, 0.1233], [2.9332, -5.3652, -0.7649], [3.9793, -5.7256, -1.7063], [0.6359, 0.7497, -1.6584], [1.8756, 1.0135, -2.2992], [1.9346, 1.7875, -3.4670], [0.7744, 2.4401, -3.9795], [-0.4544, 2.2164, -3.2933], [-0.5228, 1.2955, -2.2477], [-1.7002, 2.9451, -3.6688], [-1.6444, 3.5057, -5.0838], [-0.3145, 4.1635, -5.3676], [0.8204, 3.3279, -5.0274], [2.0959, 3.7402, -5.6133], [1.3709, 1.9115, 1.3438], [1.5855, 2.8230, 0.5471], [1.9929, 1.8193, 2.5960], [2.5898, 0.4982, 2.6535], [3.2687, 0.1854, 1.3067], [3.4797, 0.5490, 3.9050], [1.4814, -0.4243, 2.9393], [0.3212, -0.2165, 2.2041], [-0.6457, -0.9153, 2.4763], [-2.4779, 2.6654, 2.4502], [-3.5878, 2.7169, 3.2880], [-4.7895, 1.4258, 6.0077], [-6.5886, 1.4436, 5.9113], [-5.6693, -0.0026, 5.3679], [-6.8370, 2.5862, 2.6474], [-7.1792, 0.8451, 2.9548], [-7.6411, 2.0936, 4.1898], [-4.8140, -0.4523, 2.7223], [-2.6573, -0.6154, 1.4649], [-1.3624, 1.2922, -0.1723], [-0.7144, 2.6347, 0.7778], [-0.6036, -0.4387, -0.2586], [2.1235, -1.2627, -2.5137], [3.4356, -3.2710, -2.4122], [0.3077, -2.3357, 1.2904], [-0.0872, -4.6843, 1.4052], [1.4244, -4.7644, 2.3182], [0.4459, -6.5037, 0.0521], [1.1723, -6.9729, 1.6360], [2.6082, -7.3950, -0.4777], [3.3939, -6.6140, 0.8936], [4.0784, -4.9862, -2.5190], [4.9551, -5.8495, -1.1922], [3.6736, -6.7033, -2.1361], [2.8166, 0.5682, -1.9030], [2.8958, 1.9834, -3.9571], [-1.5186, 0.9415, -1.9577], [-2.5204, 2.2204, -3.5636], [-1.9258, 3.7616, -2.9549], [-2.4341, 4.2461, -5.1828], [-1.8475, 2.6856, -5.7753], [-0.2693, 5.1276, -4.8372], [-0.2285, 4.4295, -6.4231], [2.6682, 2.8332, -5.9491], [1.7906, 4.3622, -6.4760], [2.7462, 4.3535, -4.9168], [2.5898, 0.3517, 0.4351], [4.1209, 0.8802, 1.2074], [3.6246, -0.8582, 1.2661], [2.8857, 0.8934, 4.7975], [3.8678, -0.4618, 4.0967], [4.3288, 1.2608, 3.7547], [-1.8641, 3.5515, 2.2961], [-3.8068, 3.5660, 3.9398]],
  "forces_ev_per_a": [[0.320, -0.200, -0.341], [-0.909, 0.924, 0.778], [0.478, -0.223, -0.284], [0.852, 0.094, -0.548], [0.494, 0.744, 0.413], [-0.471, -0.296, 0.305], [-0.482, 0.457, -0.772], [0.260, 0.570, 0.101], [1.921, -0.370, 1.306], [-2.335, 0.741, 1.460], [0.501, -1.111, 0.173], [-0.022, 0.528, 0.676], [-0.221, -0.605, 0.191], [-0.467, 1.060, 0.327], [0.598, 0.295, -0.843], [0.053, 0.120, -0.572], [-0.322, -0.326, 0.670], [-0.249, 0.371, -0.131], [0.456, -0.051, 0.437], [0.646, -0.872, -0.474], [-0.248, -0.184, -0.133], [-0.051, -0.362, -0.534], [-0.222, 0.137, 0.138], [-0.294, 0.376, 0.085], [-0.176, -0.144, 1.486], [0.749, -0.360, 0.041], [0.913, -0.164, -0.480], [-0.509, 0.049, 0.065], [-0.312, -0.341, 0.241], [0.087, 0.316, 0.142], [0.668, -0.021, -0.457], [-0.077, -0.225, 0.159], [0.086, 1.212, -2.187], [-0.311, -1.838, 2.493], [-0.127, -0.281, -1.990], [-0.855, 0.424, 0.649], [0.315, -0.026, 0.125], [-0.063, 0.028, 0.057], [-0.237, 0.899, -1.203], [-0.870, -1.113, 0.276], [1.877, 1.216, -0.274], [-0.033, -0.448, 0.549], [-0.466, -1.052, -0.047], [-0.325, -0.177, -0.072], [0.292, -0.157, 0.110], [-0.052, 0.111, 0.277], [-0.119, -0.381, 0.375], [-0.246, 0.353, 0.106], [0.037, -0.097, -0.453], [0.246, 0.324, -0.124], [-0.220, 0.702, 0.011], [-0.192, 0.259, 0.455], [-0.318, -0.746, -0.284], [1.227, -0.017, -1.280], [0.050, -0.192, 0.551], [-0.460, 0.052, 0.094], [0.183, 0.037, -0.441], [0.446, -0.211, 0.164], [-0.021, 0.188, -0.464], [0.237, -0.158, 0.238], [-0.214, -0.018, -0.331], [-0.126, 0.409, 0.251], [-0.457, 0.257, -0.362], [-0.002, -0.558, 0.470], [-0.350, 0.079, -0.298], [0.481, 0.514, -0.016], [-0.869, 0.592, -0.323], [-0.384, -0.228, 0.369], [0.396, 0.335, 0.097], [-0.066, 0.341, -0.135], [0.285, -0.330, -0.183], [-0.094, 0.052, -0.279], [0.146, 0.109, -0.194], [0.036, -0.071, 0.181], [-0.106, -0.153, -0.059], [-0.405, 0.961, 0.156], [0.722, -0.359, 0.303], [-0.675, -0.616, -0.608], [0.812, -0.272, 0.909], [-0.287, -0.329, -0.023], [-0.161, 0.441, 0.119], [0.468, -0.403, -1.048], [-0.032, 0.344, 0.027], [-0.734, -0.633, -0.012], [-0.029, -0.183, 0.134], [-0.060, -0.123, -0.483]],
  "mulliken_charge": [-0.896, 0.146, -0.908, -0.119, -0.807, -0.001, 0.424, -0.228, 3.319, -0.536, 0.620, -0.855, -1.677, 1.381, -0.183, -0.849, -0.512, -0.875, -0.677, -0.004, -1.005, 0.033, -0.865, -1.357, 0.571, 1.015, -1.132, -0.570, -0.912, -0.615, 0.011, -1.138, 0.118, -0.557, -0.418, 1.119, -0.281, -1.702, -0.256, -1.039, -0.539, -0.643, -0.623, 0.263, 0.321, 0.287, 0.264, 0.301, 0.320, 0.383, 0.387, -0.972, 0.447, 0.828, 0.652, 0.129, 0.576, 0.326, 0.271, 0.323, 0.347, 0.426, 0.312, 0.309, 0.289, 0.301, 0.678, 0.241, 0.580, 0.369, 0.301, 0.370, 0.309, 0.314, 0.439, 0.341, 0.346, 0.311, -0.348, 0.481, 0.329, 0.366, 0.360, 0.346, 0.388, 0.416]
}